H28O14 | wB97M-V/def2-TZVPD

Last column: natural (NBO) charge in e.
Atoms and positions in Å:
1 O -0.392 2.797 -0.890  -0.97
2 H -0.632 1.977 -0.453  0.49
3 H -1.228 3.219 -1.016  0.47
4 O 3.113 -1.059 -1.662  -0.97
5 H 3.834 -1.492 -1.155  0.47
6 H 3.254 -0.134 -1.556  0.49
7 O -0.088 0.454 0.341  -1.00
8 H -0.784 -0.194 0.239  0.50
9 H 0.717 0.132 -0.077  0.50
10 O 2.084 -1.502 1.249  -0.97
11 H 2.225 -2.351 0.742  0.48
12 H 1.211 -1.437 1.621  0.49
13 O 0.859 -2.468 -1.358  -1.01
14 H 1.158 -3.342 -1.557  0.48
15 H 1.481 -1.809 -1.684  0.52
16 O 1.384 1.358 -2.658  -1.00
17 H 0.777 1.710 -2.079  0.48
18 H 2.324 1.459 -2.343  0.49
19 O -2.208 0.465 -2.371  -0.98
20 H -1.767 -0.367 -2.511  0.49
21 H -2.184 1.105 -3.108  0.51
22 O 3.372 1.478 -0.823  -0.99
23 H 4.236 1.126 -0.650  0.47
24 H 2.966 1.727 0.037  0.53
25 O 2.554 1.860 1.808  -0.98
26 H 3.319 1.305 1.932  0.48
27 H 1.800 1.636 2.267  0.51
28 O -3.907 1.059 -0.190  -0.97
29 H -3.359 0.773 -0.901  0.49
30 H -4.210 0.296 0.311  0.46
31 O -1.615 -1.708 -0.207  -0.95
32 H -2.340 -1.765 -0.775  0.48
33 H -0.877 -1.615 -0.764  0.51
34 O -2.995 -2.997 1.645  -0.99
35 H -2.342 -2.619 1.014  0.50
36 H -3.413 -3.812 1.369  0.47
37 O 0.221 1.161 3.024  -0.95
38 H -0.348 0.918 2.299  0.50
39 H -0.073 2.055 3.217  0.47
40 O -2.464 -0.081 2.721  -0.93
41 H -3.284 -0.245 2.274  0.47
42 H -2.380 0.910 2.668  0.46

The calculation puts the total energy at -29119.685 eV. As for the charge: 0. As for the energy above the lowest of the compared OMol25 structures with the same formula, charge and spin: 1.966 eV.



H28O14 | wB97M-V/def2-TZVPD

Last column: natural (NBO) charge in e.
Atoms and positions in Å:
1 O 3.642 6.449 1.427  -0.99
2 H 3.923 5.487 1.131  0.50
3 H 2.686 6.560 1.607  0.49
4 O 1.162 0.638 -0.100  -0.96
5 H 1.292 0.385 0.730  0.48
6 H 0.269 0.891 -0.316  0.47
7 O 5.470 4.233 1.662  -0.97
8 H 5.958 4.273 2.447  0.47
9 H 4.959 3.369 1.649  0.47
10 O 1.292 6.555 3.094  -0.96
11 H 1.774 6.874 3.839  0.47
12 H 1.132 5.659 3.108  0.50
13 O 2.068 1.841 4.606  -0.95
14 H 2.528 1.277 3.897  0.48
15 H 1.665 1.053 5.087  0.46
16 O 2.488 6.760 -0.772  -0.90
17 H 2.603 6.711 0.019  0.43
18 H 1.987 5.985 -0.941  0.45
19 O -0.616 3.518 1.980  -0.97
20 H 0.248 3.754 1.682  0.46
21 H -0.812 4.013 2.827  0.51
22 O 3.951 2.098 1.778  -0.95
23 H 3.958 1.813 0.854  0.50
24 H 4.728 1.653 2.257  0.50
25 O -1.689 4.800 0.193  -1.02
26 H -1.356 4.356 1.040  0.48
27 H -1.113 4.488 -0.500  0.44
28 O 1.896 0.372 2.407  -0.92
29 H 1.498 -0.321 2.994  0.48
30 H 2.818 0.031 2.486  0.47
31 O 1.932 4.020 -0.254  -0.92
32 H 2.477 3.277 -0.045  0.46
33 H 0.983 3.499 -0.546  0.50
34 O -0.015 3.333 -1.550  -0.91
35 H -0.159 3.800 -2.347  0.51
36 H -0.636 2.631 -1.636  0.50
37 O 0.294 4.103 4.457  -0.97
38 H 0.733 3.249 4.449  0.50
39 H 0.621 4.374 5.417  0.47
40 O 1.592 3.921 1.892  -0.96
41 H 2.134 2.937 1.999  0.47
42 H 1.457 3.857 0.931  0.44

The calculation puts the total energy at -29113.361 eV. As for the charge: 0. As for the energy above the lowest of the compared OMol25 structures with the same formula, charge and spin: 8.291 eV.



H28O14 | wB97M-V/def2-TZVPD

Last column: natural (NBO) charge in e.
Atoms and positions in Å:
1 O 2.223 0.614 -2.101  -0.94
2 H 2.492 0.431 -2.918  0.46
3 H 1.228 0.496 -2.244  0.52
4 O -2.505 2.186 -1.272  -0.95
5 H -1.946 2.208 -0.538  0.48
6 H -3.165 1.506 -1.197  0.49
7 O -0.275 0.034 0.130  -0.98
8 H -0.383 -0.596 -0.499  0.49
9 H 0.294 -0.400 0.826  0.48
10 O 2.547 2.278 0.054  -0.98
11 H 2.700 1.738 -0.753  0.49
12 H 1.926 2.087 0.597  0.47
13 O 1.394 -0.858 1.635  -0.95
14 H 1.380 -0.207 2.472  0.55
15 H 0.854 -1.758 1.879  0.51
16 O 1.953 -1.736 -1.455  -0.98
17 H 2.291 -2.077 -2.472  0.46
18 H 2.320 -0.864 -1.536  0.50
19 O -3.754 -0.891 -1.457  -0.98
20 H -4.341 -1.637 -1.590  0.48
21 H -3.215 -1.138 -0.638  0.50
22 O 4.050 -1.068 0.753  -0.97
23 H 3.080 -1.164 1.080  0.49
24 H 4.371 -0.303 1.177  0.47
25 O -1.899 -1.844 0.784  -0.97
26 H -1.263 -2.267 0.197  0.50
27 H -1.248 -1.474 1.446  0.45
28 O -1.163 2.028 1.157  -0.87
29 H -2.078 1.719 1.643  0.49
30 H -0.715 1.354 0.652  0.53
31 O 0.597 2.511 1.880  -1.05
32 H 0.517 2.469 2.973  0.43
33 H -0.323 2.389 1.521  0.42
34 O -1.371 0.232 3.555  -0.90
35 H -1.520 1.079 3.568  0.45
36 H -1.871 -0.010 2.652  0.45
37 O -0.623 0.941 -2.871  -0.99
38 H -1.256 1.431 -2.286  0.50
39 H -1.200 0.299 -3.209  0.47
40 O -0.344 -3.055 -0.997  -1.03
41 H -0.314 -4.034 -1.259  0.49
42 H 0.561 -2.650 -1.346  0.53

The calculation puts the total energy at -29113.270 eV. As for the charge: 0. As for the energy above the lowest of the compared OMol25 structures with the same formula, charge and spin: 8.382 eV.



H28O14 | wB97M-V/def2-TZVPD

Last column: natural (NBO) charge in e.
Atoms and positions in Å:
1 O -1.730 -8.460 -11.251  -1.00
2 H -1.244 -7.637 -11.373  0.51
3 H -2.192 -8.447 -10.400  0.49
4 O -3.320 -5.516 -9.027  -0.96
5 H -2.522 -5.901 -8.636  0.46
6 H -3.322 -4.626 -8.716  0.45
7 O -0.385 -8.758 -8.499  -1.01
8 H -1.011 -9.363 -8.925  0.51
9 H -0.851 -8.038 -8.049  0.48
10 O -0.664 -6.076 -10.750  -0.94
11 H -0.913 -6.302 -9.854  0.47
12 H -0.703 -5.124 -10.888  0.49
13 O -1.252 -6.248 -7.710  -0.93
14 H -1.870 -6.312 -6.973  0.49
15 H -0.850 -5.436 -7.532  0.50
16 O -1.838 -10.881 -9.511  -0.94
17 H -2.134 -10.858 -8.608  0.49
18 H -2.666 -10.870 -10.023  0.50
19 O -3.471 -8.365 -9.154  -0.96
20 H -3.191 -8.240 -8.213  0.48
21 H -4.403 -8.207 -9.080  0.49
22 O -0.839 -13.231 -9.134  -0.99
23 H -0.098 -13.367 -9.716  0.46
24 H -1.152 -12.317 -9.180  0.48
25 O 1.066 -8.571 -6.041  -0.95
26 H 0.617 -8.582 -6.879  0.47
27 H 1.685 -7.851 -6.286  0.47
28 O -2.341 -8.793 -6.397  -0.96
29 H -2.967 -9.255 -5.865  0.50
30 H -1.883 -8.180 -5.790  0.50
31 O -0.603 -10.784 -12.171  -0.99
32 H -1.103 -10.031 -11.772  0.50
33 H -1.173 -11.383 -12.608  0.46
34 O -1.356 -11.151 -6.863  -0.97
35 H -1.525 -10.258 -6.652  0.47
36 H -1.298 -11.531 -5.998  0.48
37 O 1.864 -7.759 -9.626  -0.96
38 H 1.020 -8.035 -9.303  0.48
39 H 2.481 -8.337 -9.194  0.46
40 O 1.391 -11.181 -7.761  -0.95
41 H 1.499 -11.521 -8.636  0.47
42 H 0.547 -10.793 -7.699  0.48

The calculation puts the total energy at -29119.069 eV. As for the charge: 0. As for the energy above the lowest of the compared OMol25 structures with the same formula, charge and spin: 2.582 eV.



H28O18S | wB97M-V/def2-TZVPD

Last column: natural (NBO) charge in e.
Atoms and positions in Å:
1 S 28.348 0.291 1.586  2.72
2 O 28.559 -0.034 2.955  -1.00
3 O 27.517 -0.784 0.993  -0.93
4 O 27.797 1.711 1.443  -1.05
5 O 29.600 0.287 0.867  -0.91
6 O 27.236 -4.228 2.328  -1.00
7 H 27.767 -4.476 1.520  0.48
8 H 26.760 -3.361 2.160  0.50
9 O 31.627 -0.552 0.838  -0.95
10 H 30.898 0.076 0.671  0.42
11 H 31.698 -0.675 1.824  0.47
12 O 29.462 3.680 1.225  -1.05
13 H 28.705 2.994 1.497  0.50
14 H 30.333 3.366 1.031  0.48
15 O 25.966 2.587 2.898  -0.98
16 H 26.644 2.480 2.233  0.49
17 H 26.329 2.584 3.816  0.46
18 O 25.845 -1.866 2.157  -0.95
19 H 26.489 -1.537 1.580  0.46
20 H 25.923 -1.277 2.850  0.48
21 O 26.909 -0.615 4.462  -0.97
22 H 27.347 0.047 3.904  0.49
23 H 27.275 -0.330 5.328  0.48
24 O 25.487 0.447 0.186  -0.97
25 H 26.292 0.098 0.713  0.46
26 H 25.354 1.177 0.802  0.46
27 O 26.408 2.907 -0.201  -0.98
28 H 26.736 2.469 -1.009  0.47
29 H 26.769 2.440 0.576  0.47
30 O 28.514 -2.178 0.400  -0.94
31 H 27.677 -2.522 0.000  0.44
32 H 28.395 -1.507 0.908  0.41
33 O 30.252 0.817 -0.936  -1.06
34 H 30.257 -0.135 -1.123  0.45
35 H 30.040 0.841 0.194  0.39
36 O 27.844 -3.072 4.708  -1.01
37 H 27.776 -2.048 4.749  0.46
38 H 27.574 -3.172 3.699  0.49
39 O 29.352 1.299 4.997  -0.97
40 H 29.074 0.881 4.043  0.47
41 H 28.569 1.713 5.304  0.44
42 O 31.555 2.000 0.866  -0.91
43 H 31.463 2.553 0.033  0.46
44 H 30.707 1.319 0.722  0.42
45 O 30.180 -1.221 3.684  -1.00
46 H 29.449 -1.744 4.008  0.45
47 H 29.591 -0.407 3.467  0.44

The calculation puts the total energy at -48132.648 eV. As for the charge: -2. As for the energy above the lowest of the compared OMol25 structures with the same formula, charge and spin: 18.947 eV.



H29O15 | wB97M-V/def2-TZVPD

Last column: natural (NBO) charge in e.
Atoms and positions in Å:
1 O 0.540 2.520 0.272  -0.97
2 H 1.472 2.147 0.053  0.49
3 H -3.223 -0.134 -2.731  0.46
4 O -0.823 -2.609 2.580  -0.92
5 H -1.539 -3.207 2.851  0.45
6 H -1.566 0.474 -0.059  0.51
7 O -2.597 -0.170 -3.317  -0.98
8 H -2.926 -0.004 0.831  0.44
9 H -2.266 -2.802 1.136  0.46
10 O -2.866 -3.575 -2.677  -0.93
11 H 5.151 -1.470 -1.321  0.46
12 H -2.398 -3.501 -1.843  0.48
13 O 1.016 -1.564 -0.216  -0.98
14 H 0.187 -1.530 0.326  0.47
15 H -2.400 2.093 1.144  0.49
16 O 2.892 0.946 -1.277  -1.07
17 H 1.856 1.561 2.847  0.50
18 H 1.982 1.356 -1.822  0.50
19 O 0.745 1.912 -2.549  -0.97
20 H 1.152 -0.654 -0.694  0.51
21 H -1.024 -1.972 3.256  0.47
22 O -0.884 0.511 -1.357  -1.20
23 H -0.049 1.437 -2.153  0.52
24 H 0.141 1.696 0.105  0.48
25 O 4.680 -2.059 -1.948  -0.94
26 H -3.775 1.699 0.744  0.45
27 H -1.674 0.034 -3.145  0.51
28 O 1.920 1.583 3.914  -0.96
29 H -3.588 -2.893 -2.230  0.45
30 O -1.003 4.390 2.075  -0.96
31 H -0.795 3.626 1.460  0.49
32 H 2.641 1.937 4.245  0.46
33 O 4.292 -0.900 1.573  -0.98
34 H 3.950 -0.548 0.606  0.51
35 H 3.729 -0.985 2.212  0.46
36 O -3.349 2.382 1.291  -0.95
37 H 0.947 1.482 -3.417  0.46
38 H -0.846 -0.422 -1.457  0.45
39 O -2.098 -3.044 0.308  -0.95
40 H 3.970 -2.357 -1.212  0.48
41 H -1.708 3.998 2.672  0.47
42 O -2.049 0.084 0.916  -1.07
43 H -1.236 -2.415 0.157  0.48
44 H 3.421 0.948 -2.149  0.46

The calculation puts the total energy at -31180.948 eV. As for the charge: -1. As for the energy above the lowest of the compared OMol25 structures with the same formula, charge and spin: 5.273 eV.



no.,HOMO-LUMO gap (eV)
1,10.47
2,8.07
3,9.20
4,8.75
5,8.31
6,9.50